Here is a molecular structure, C22H26FeN5SSb from OMol25. Energies are from ωB97M-V with the def2-TZVPD basis set.

Positions of all 56 atoms, in Å:
Fe1 0.696 -0.062 -0.344
C1 -1.517 -2.519 -1.618
C2 -1.665 -1.107 -2.088
C3 -2.755 -0.759 -2.885
C4 -2.824 0.492 -3.460
C5 -1.756 1.371 -3.287
C6 -0.698 1.011 -2.487
N1 -0.692 -0.197 -1.837
Sb1 1.105 2.217 -2.545
C7 2.466 0.500 -2.346
C8 3.520 0.465 -3.230
C9 4.438 -0.586 -3.154
C10 4.274 -1.566 -2.196
C11 3.198 -1.500 -1.317
C12 2.968 -2.526 -0.253
N2 2.325 -0.480 -1.413
C13 1.093 2.668 -0.429
C14 1.039 3.984 -0.041
C15 1.274 4.318 1.293
C16 1.638 3.323 2.173
C17 1.697 1.996 1.747
C18 2.261 0.955 2.658
N3 1.355 1.677 0.478
H1 -2.479 -3.025 -1.606
H2 -1.051 -2.606 -0.641
H3 -0.882 -3.050 -2.333
H4 -3.522 -1.499 -3.069
H5 -3.666 0.773 -4.079
H6 -1.750 2.322 -3.806
H7 3.641 1.240 -3.976
H8 5.272 -0.626 -3.843
H9 4.970 -2.388 -2.112
H10 3.758 -3.273 -0.252
H11 2.019 -3.044 -0.412
H12 2.955 -2.059 0.737
H13 0.842 4.763 -0.767
H14 1.221 5.350 1.614
H15 1.906 3.554 3.194
H16 2.155 1.252 3.699
H17 3.331 0.867 2.452
H18 1.810 -0.023 2.529
S1 0.032 -1.420 1.365
C19 -1.594 -1.105 1.968
N4 -2.470 -0.359 1.316
C20 -3.841 -0.121 1.815
C21 -3.847 -0.227 3.329
C22 -3.222 -1.542 3.757
N5 -1.904 -1.685 3.104
H19 -2.200 0.024 0.426
H20 -4.510 -0.856 1.364
H21 -4.144 0.870 1.483
H22 -4.871 -0.175 3.693
H23 -3.300 0.610 3.766
H24 -3.842 -2.395 3.479
H25 -3.057 -1.575 4.831
H26 -1.200 -2.251 3.554

Values from the calculation:
Charge: +3
Molar mass (g/mol): 570.2
HOMO energy (alpha / beta) (eV): -18.37 / -18.35
Spin multiplicity: 6
HOMO-LUMO gap (alpha / beta) (eV): 9.404 / 7.141
Energy (a.u.): -3028.948839

Here is a molecular structure, C10H20N2PdSi from OMol25. Energies are from ωB97M-V with the def2-TZVPD basis set.

Positions of all 34 atoms, in Å:
Pd1 1.691 0.343 -0.993
C1 3.100 1.111 -2.058
H1 2.288 0.916 -2.748
H2 3.311 2.132 -1.712
H3 3.905 0.380 -2.232
H4 3.273 0.032 -0.284
H5 2.714 -0.323 0.147
C2 1.135 3.817 0.031
C3 0.058 2.810 0.366
C4 -1.025 3.076 1.229
C5 -1.943 2.065 1.565
C6 -1.761 0.787 1.034
C7 -0.642 0.546 0.211
N1 0.164 1.580 -0.151
N2 -0.157 -0.616 -0.217
Si1 -0.812 -2.197 -0.022
C8 -0.951 -2.647 1.805
C9 -2.530 -2.325 -0.786
C10 0.291 -3.483 -0.845
H6 2.106 3.546 0.475
H7 1.287 3.913 -1.053
H8 0.836 4.792 0.439
H9 -1.091 4.096 1.633
H10 -2.778 2.289 2.241
H11 -2.418 -0.040 1.274
H12 -1.643 -1.984 2.342
H13 -1.323 -3.678 1.892
H14 0.035 -2.588 2.287
H15 -2.502 -2.058 -1.851
H16 -2.890 -3.360 -0.701
H17 -3.257 -1.672 -0.284
H18 0.393 -3.282 -1.923
H19 1.291 -3.493 -0.387
H20 -0.157 -4.484 -0.722

Values from the calculation:
Molar mass (g/mol): 302.8
HOMO energy (alpha / beta) (eV): -6.99 / -7.49
Spin multiplicity: 3
HOMO-LUMO gap (alpha / beta) (eV): 7.810 / 5.980
Energy (a.u.): -919.800390

Here is C4H2OS in the gas phase from OMol25. Energies are from ωB97M-V with the def2-TZVPD basis set.

Positions of all 8 atoms, in Å:
C1 -2.218 1.123 0.436
C2 -1.176 0.504 0.412
C3 0.082 -0.274 0.239
S1 1.534 -0.284 1.128
C4 0.312 -0.593 -1.268
O1 -0.524 0.006 -1.999
H1 -3.368 1.215 0.705
H2 1.007 -1.271 -1.679

Values from the calculation:
Molar mass (g/mol): 98.1
HOMO energy (eV): -9.61
SMILES: C#CC(=S)C=O
HOMO-LUMO gap (eV): 7.504
Energy (a.u.): -626.889400

Here is 2 unconnected molecules or ions with the total composition C27H30Br2NO2 from OMol25. Energies are from ωB97M-V with the def2-TZVPD basis set.

Positions of all 62 atoms, in Å:
C1 5.046 0.959 2.061
O1 4.521 -0.194 2.726
C2 3.573 -0.837 2.027
O2 3.207 -0.512 0.915
C3 3.034 -2.022 2.810
C4 3.994 -3.239 2.782
C5 3.127 -4.458 2.477
C6 1.679 -3.952 2.372
N1 1.794 -2.504 2.258
C7 0.623 -1.747 2.216
C8 0.304 -0.834 1.240
C9 -0.890 0.047 1.317
C10 -1.968 -0.449 2.294
C11 -1.377 -1.001 3.592
C12 -0.385 -2.113 3.300
H1 5.790 1.338 2.757
H2 5.502 0.688 1.105
H3 4.259 1.701 1.891
H4 2.936 -1.670 3.857
H5 4.766 -3.096 2.014
H6 4.480 -3.307 3.761
H7 3.403 -4.904 1.518
H8 3.212 -5.218 3.258
H9 1.152 -4.345 1.488
H10 1.100 -4.271 3.262
H11 0.975 -0.677 0.401
H12 -0.539 1.034 1.657
H13 -1.318 0.205 0.323
H14 -2.660 0.367 2.528
H15 -2.542 -1.252 1.811
H16 -0.887 -0.206 4.169
H17 -2.176 -1.407 4.222
H18 -0.937 -3.015 2.977
H19 0.150 -2.379 4.222
Br1 -8.461 3.668 -3.216
C13 -6.798 2.824 -2.887
C14 -6.764 1.509 -2.392
C15 -5.544 0.881 -2.175
C16 -4.302 1.528 -2.418
C17 -3.069 0.818 -2.203
C18 -1.791 1.372 -2.276
C19 -0.622 0.630 -2.474
C20 0.609 1.261 -2.900
C21 1.499 0.665 -3.837
C22 2.636 1.333 -4.288
C23 2.933 2.621 -3.805
Br2 4.538 3.488 -4.308
C24 2.059 3.245 -2.907
C25 0.905 2.589 -2.483
C26 -4.364 2.869 -2.903
C27 -5.591 3.500 -3.128
H20 -7.697 0.997 -2.175
H21 -5.528 -0.136 -1.780
H22 -3.146 -0.268 -2.056
H23 -1.704 2.471 -2.228
H24 -0.682 -0.465 -2.503
H25 1.232 -0.299 -4.278
H26 3.305 0.872 -5.008
H27 2.282 4.244 -2.544
H28 0.194 3.118 -1.855
H29 -3.442 3.412 -3.098
H30 -5.634 4.525 -3.485

Values from the calculation:
Charge: +1
Molar mass (g/mol): 560.4
HOMO energy (eV): -9.67
HOMO-LUMO gap (eV): 3.835
Energy (a.u.): -6399.811899

Here is a molecular structure, C55H43ClO4P2S2Sn from OMol25. Energies are from ωB97M-V with the def2-TZVPD basis set.

Positions of all 108 atoms, in Å:
Sn1 -0.446 -1.778 -1.649
O1 -0.653 -0.366 0.122
S1 0.883 1.877 -0.131
C1 1.751 3.075 -1.067
C2 1.422 4.416 -0.910
C3 2.054 5.442 -1.624
C4 3.068 5.103 -2.485
C5 3.936 5.948 -3.383
C6 4.945 4.952 -4.015
C7 4.491 3.593 -3.538
C8 4.943 2.333 -3.815
C9 4.275 1.239 -3.231
C10 3.203 1.368 -2.367
P1 2.254 -0.125 -1.893
C11 3.356 -1.054 -0.786
C12 4.306 -0.369 -0.028
C13 5.050 -1.031 0.940
C14 4.848 -2.385 1.168
C15 3.900 -3.077 0.424
C16 3.152 -2.416 -0.540
C17 2.193 -1.032 -3.482
C18 2.969 -2.142 -3.804
C19 2.783 -2.788 -5.021
C20 1.826 -2.334 -5.918
C21 1.056 -1.220 -5.609
C22 1.233 -0.576 -4.393
C23 2.758 2.673 -2.013
C24 3.413 3.745 -2.646
C25 1.125 2.379 1.502
C26 2.184 3.264 1.779
C27 2.389 3.858 3.014
C28 1.509 3.551 4.026
C29 1.440 4.065 5.434
C30 0.298 3.259 6.094
C31 -0.236 2.386 4.990
C32 -1.262 1.483 4.995
C33 -1.494 0.772 3.817
C34 -0.774 0.928 2.633
P2 -1.348 -0.356 1.467
C35 -3.094 -0.023 1.238
C36 -3.354 1.226 0.662
C37 -4.650 1.586 0.340
C38 -5.695 0.704 0.592
C39 -5.443 -0.534 1.164
C40 -4.144 -0.902 1.486
C41 -0.949 -1.901 2.314
C42 0.311 -1.950 2.850
C43 0.916 -3.161 3.232
C44 0.201 -4.372 3.103
C45 -1.047 -4.395 2.583
C46 -1.708 -3.167 2.041
C47 0.257 1.919 2.579
C48 0.493 2.588 3.805
H1 0.637 4.677 -0.209
H2 1.737 6.468 -1.486
H3 4.429 6.749 -2.832
H4 3.319 6.428 -4.144
H5 5.963 5.152 -3.680
H6 4.957 5.011 -5.103
H7 5.780 2.162 -4.482
H8 4.602 0.241 -3.498
H9 4.480 0.686 -0.212
H10 5.799 -0.491 1.505
H11 5.435 -2.902 1.917
H12 3.751 -4.138 0.584
H13 2.440 -2.980 -1.124
H14 3.734 -2.493 -3.124
H15 3.391 -3.649 -5.267
H16 1.680 -2.850 -6.859
H17 0.312 -0.858 -6.308
H18 0.631 0.297 -4.150
H19 2.870 3.506 0.979
H20 3.211 4.548 3.157
H21 1.233 5.137 5.431
H22 2.394 3.935 5.946
H23 -0.483 3.902 6.501
H24 0.662 2.650 6.922
H25 -1.861 1.291 5.876
H26 -2.286 0.029 3.833
H27 -2.537 1.913 0.465
H28 -4.850 2.551 -0.109
H29 -6.711 0.987 0.345
H30 -6.259 -1.218 1.361
H31 -3.967 -1.869 1.935
H32 0.867 -1.027 2.979
H33 1.920 -3.156 3.635
H34 0.645 -5.294 3.458
H35 -1.609 -5.316 2.544
H36 -2.723 -3.113 2.435
Cl1 -2.185 -0.576 -2.688
C49 -8.187 -2.698 -1.006
C50 -6.748 -3.104 -0.847
C51 -6.316 -3.787 0.290
C52 -4.996 -4.176 0.429
C53 -4.100 -3.870 -0.592
C54 -4.502 -3.208 -1.748
C55 -5.828 -2.828 -1.860
S2 -2.434 -4.323 -0.376
O2 -1.867 -3.143 0.555
O3 -2.325 -5.576 0.286
O4 -1.678 -4.072 -1.584
H37 -8.778 -2.949 -0.127
H38 -8.627 -3.205 -1.867
H39 -8.270 -1.625 -1.189
H40 -7.027 -4.029 1.072
H41 -4.671 -4.746 1.292
H42 -3.796 -3.013 -2.542
H43 -6.160 -2.316 -2.756

Values from the calculation:
Charge: +2
Molar mass (g/mol): 1048.2
HOMO energy (alpha / beta) (eV): -12.38 / -12.47
HOMO-LUMO gap (alpha / beta) (eV): 4.581 / 6.332
Energy (a.u.): -4575.783622

Here is 2 unconnected molecules or ions with the total composition C8H12N5S from OMol25. Energies are from ωB97M-V with the def2-TZVPD basis set.

Positions of all 26 atoms, in Å:
C1 1.105 0.943 0.286
C2 -0.904 1.912 -0.694
C3 1.588 2.230 0.271
C4 -0.300 3.120 -0.569
C5 -0.195 0.795 -0.202
C6 -3.204 -0.591 0.949
C7 2.340 -2.420 -0.876
C8 -0.774 -0.664 -0.299
N1 0.996 3.251 -0.233
N2 1.193 -1.858 -0.262
N3 0.253 -1.385 -0.987
N4 -1.119 -1.332 0.831
N5 -0.616 -0.875 1.964
S1 -3.919 -0.118 -0.323
H1 1.690 0.089 0.686
H2 -1.945 1.857 -0.952
H3 2.595 2.567 0.576
H4 -0.694 3.974 -0.965
H5 -3.404 -0.993 2.013
H6 2.931 -1.565 -1.274
H7 2.111 -2.871 -1.820
H8 2.806 -2.964 -0.038
H9 -1.749 -0.600 -0.965
H10 0.268 -1.210 -2.046
H11 -0.171 0.050 2.034
H12 -0.881 -1.343 2.896

Values from the calculation:
Charge: +1
Molar mass (g/mol): 210.3
HOMO energy (alpha / beta) (eV): -10.66 / -10.66
HOMO-LUMO gap (alpha / beta) (eV): 5.093 / 5.092
Energy (a.u.): -983.490742